This record from OMol25 describes a molecular structure, C23H23N6O6S4Sc in a non-equilibrium geometry. The level of theory is the ωB97M-V functional and the def2-TZVPD basis.

XYZ file:
```
63
Properties=species:S:1:pos:R:3:mulliken_charge:R:1
Sc -0.28 0.58 -0.04 0.537
C 1.37 -3.69 4.32 -1.132
C 0.26 -3.57 3.27 -0.479
N -0.28 -2.21 3.18 0.058
C 0.28 -1.25 2.38 0.016
S -0.20 0.41 2.67 -0.466
N 1.10 -1.64 1.44 -0.745
N 1.46 -0.53 0.69 0.852
C 2.69 -0.23 0.63 0.109
C 3.74 -1.10 1.24 -1.591
C 2.98 1.16 0.19 1.116
C 4.21 1.56 -0.29 -0.888
C 4.41 2.91 -0.57 -0.520
C 3.38 3.80 -0.32 -0.494
C 2.18 3.30 0.16 -0.346
N 1.97 2.02 0.41 0.016
H 1.86 -4.66 4.26 0.355
H 0.97 -3.57 5.33 0.330
H 2.12 -2.91 4.15 0.250
H -0.56 -4.24 3.50 0.439
H 0.64 -3.83 2.29 0.277
H -0.72 -1.83 4.00 0.277
H 3.71 -0.98 2.33 0.262
H 4.74 -0.82 0.89 0.445
H 3.54 -2.14 1.02 0.349
H 4.99 0.84 -0.47 0.352
H 5.35 3.25 -0.97 0.435
H 3.49 4.86 -0.52 0.421
H 1.34 3.97 0.34 0.389
O -0.57 -0.58 -1.72 -0.599
S -1.94 -0.21 -2.25 1.781
O -2.68 -1.36 -2.68 -0.730
O -2.56 0.66 -1.27 -0.554
C -1.64 0.80 -3.66 -0.216
C -2.37 0.52 -4.80 -0.524
C -2.23 1.33 -5.92 -0.626
C -1.38 2.41 -5.90 -0.622
C -0.64 2.71 -4.76 -0.670
C -0.77 1.91 -3.63 -0.497
S 0.29 2.33 -2.26 1.823
O -0.56 2.31 -1.01 -0.617
O 0.81 3.63 -2.55 -0.660
O 1.25 1.25 -2.14 -0.543
H -3.03 -0.34 -4.79 0.558
H -2.81 1.10 -6.81 0.395
H -1.27 3.04 -6.78 0.393
H 0.03 3.56 -4.73 0.541
N -1.05 -3.05 -0.34 -0.201
C -1.95 -2.37 0.40 -0.081
N -1.92 -1.09 0.64 1.449
C -3.03 -0.72 1.44 -0.662
C -3.38 0.57 1.82 -0.431
C -4.50 0.77 2.60 -0.968
C -5.29 -0.31 3.02 -0.517
C -4.97 -1.59 2.63 -0.543
C -3.84 -1.78 1.83 0.869
S -3.25 -3.26 1.15 -0.400
H -0.49 -2.49 -0.96 0.222
H -1.34 -3.94 -0.72 0.281
H -2.81 1.41 1.49 0.546
H -4.78 1.78 2.90 0.395
H -6.16 -0.13 3.64 0.387
H -5.58 -2.44 2.93 0.399
```

The energy relative to the best compared isomer or geometry (same formula, charge and spin) is 34.6 kcal per mole. The largest force on an atom is 1.5 eV/Å. Its spin multiplicity is 1. The charge is 0. The calculation puts the LUMO energy at -0.12 eV. The HOMO-LUMO gap is 7.856 eV.

=====

This record from OMol25 describes a molecular structure, C22H67CuF2N5O14S2 in a non-equilibrium geometry. The level of theory is the ωB97M-V functional and the def2-TZVPD basis.

XYZ file:
```
113
Properties=species:S:1:pos:R:3:mulliken_spin:R:1
Cu -2.94 2.74 -1.76 0.691
N -1.30 1.67 -1.01 -0.061
S 0.16 1.84 -0.47 0.326
O 1.27 1.64 -1.40 0.021
O 0.43 1.55 0.94 0.077
F -0.05 3.46 -0.35 0.022
S -1.19 -0.03 -0.72 0.403
O -1.24 -0.44 0.67 0.055
O -0.49 -0.88 -1.71 0.032
F -2.73 -0.36 -1.17 0.019
O -4.48 2.23 -0.28 0.449
H -4.47 1.30 0.03 -0.023
C 3.53 4.12 -1.35 0.004
C 5.07 4.20 -1.11 0.000
C 5.65 5.66 -1.13 0.000
O 5.51 3.42 0.00 0.000
H 3.06 4.83 -0.67 -0.001
H 3.20 3.11 -1.14 -0.002
H 3.15 4.56 -2.27 -0.002
H 5.37 3.72 -2.04 0.000
H 5.25 6.23 -1.97 0.000
H 6.74 5.72 -1.07 0.000
H 5.37 6.20 -0.23 0.000
H 4.92 3.60 0.74 0.000
C 0.63 -3.62 -3.09 0.002
C -0.27 -3.22 -4.28 0.002
C -1.11 -4.30 -4.93 0.001
O -1.14 -2.11 -4.08 -0.001
H 0.39 -4.62 -2.73 0.000
H 0.67 -2.96 -2.22 -0.001
H 1.64 -3.87 -3.44 0.000
H 0.47 -2.87 -5.01 0.000
H -1.62 -4.86 -4.15 0.000
H -0.37 -4.82 -5.53 0.000
H -1.73 -3.79 -5.67 0.000
H -0.88 -1.76 -3.23 -0.001
O -4.95 -1.58 -3.12 0.000
H -4.05 -1.81 -3.34 0.000
H -5.48 -2.26 -3.54 0.000
O -2.49 0.25 3.01 -0.002
H -2.49 -0.70 3.04 0.002
H -1.69 0.48 2.55 -0.003
O -2.37 4.67 -0.96 -0.032
H -2.20 4.83 -0.03 0.003
H -2.61 5.52 -1.32 0.007
C 2.12 2.52 4.62 0.002
C 2.52 3.58 3.54 0.001
C 3.72 3.22 2.69 -0.002
O 4.40 4.31 2.13 -0.001
C 5.24 4.96 2.98 0.000
N 1.36 3.87 2.70 0.002
H 1.26 2.95 5.13 0.000
H 2.85 2.48 5.43 0.000
H 1.96 1.47 4.39 -0.001
H 2.81 4.46 4.11 0.000
H 3.29 2.62 1.89 0.001
H 4.44 2.57 3.18 0.000
H 6.09 4.32 3.24 0.000
H 4.79 5.33 3.90 0.000
H 5.54 5.90 2.53 0.000
H 0.76 3.09 2.44 -0.002
H 1.66 4.12 1.77 -0.002
C 0.62 -1.22 3.71 0.004
C 0.88 -2.63 4.35 0.000
C 1.13 -2.38 5.88 0.000
O 1.32 -3.67 6.43 0.000
C 1.25 -3.64 7.91 0.000
N -0.25 -3.51 4.13 0.000
H 0.21 -1.37 2.71 -0.002
H 1.48 -0.56 3.62 0.000
H -0.23 -0.66 4.09 0.000
H 1.73 -3.20 3.98 0.000
H 0.31 -1.85 6.38 0.000
H 2.08 -1.87 6.00 0.000
H 1.69 -4.60 8.20 0.000
H 0.19 -3.70 8.14 0.000
H 1.59 -2.73 8.39 0.000
H 0.00 -4.42 4.48 0.000
H -0.45 -3.62 3.14 0.000
C -2.56 -3.31 1.05 -0.006
C -2.64 -4.78 0.62 0.000
C -1.63 -5.15 -0.49 -0.001
O -1.74 -6.47 -1.13 0.000
C -3.12 -6.69 -1.62 0.000
N -2.52 -5.52 1.89 0.000
H -2.47 -2.70 0.15 0.007
H -1.59 -3.22 1.54 0.002
H -3.41 -2.91 1.60 0.002
H -3.64 -5.01 0.25 0.000
H -0.61 -5.00 -0.12 0.000
H -1.73 -4.40 -1.27 0.001
H -3.13 -7.35 -2.49 0.000
H -3.58 -5.71 -1.77 0.000
H -3.70 -7.14 -0.81 0.000
H -3.23 -5.13 2.49 0.000
H -2.79 -6.48 1.71 0.000
C -2.73 0.58 -5.98 0.001
C -2.17 1.17 -4.67 0.007
C -1.78 2.68 -4.77 0.002
O -1.38 3.16 -3.42 -0.006
C -0.18 3.93 -3.52 0.000
N -3.20 1.00 -3.67 0.010
H -2.11 0.89 -6.83 0.000
H -3.77 0.82 -6.17 0.000
H -2.78 -0.50 -5.92 0.000
H -1.34 0.54 -4.37 -0.004
H -2.70 3.11 -5.16 0.000
H -0.95 2.73 -5.48 0.000
H 0.58 3.33 -4.02 0.000
H 0.09 4.16 -2.49 -0.001
H -0.42 4.83 -4.07 0.001
H -3.91 1.66 -3.97 -0.003
H -3.65 0.09 -3.76 0.002
```

The energy relative to the best compared isomer or geometry (same formula, charge and spin) is 22.2 kcal per mole. The largest force on an atom is 3.5 eV/Å. Its spin multiplicity is 3. The charge is -1. The calculation puts the LUMO energy (alpha / beta) at 1.85 / 0.78 eV. As for the expectation value of S²: 2.011. The HOMO-LUMO gap (alpha / beta) is 3.836 / 6.863 eV.

=====

This record from OMol25 describes 2 unconnected molecules or ions with the total composition C5H11NOS in a non-equilibrium geometry. The level of theory is the ωB97M-V functional and the def2-TZVPD basis.

XYZ file:
```
19
Properties=species:S:1:pos:R:3:mulliken_charge:R:1
O 1.39 0.94 -1.44 -0.596
C 0.86 0.05 -0.79 0.424
N -0.46 -0.30 -0.94 -0.137
C -1.27 -0.46 0.24 -0.466
C -2.79 -0.36 -0.08 -0.863
S -3.31 1.33 -0.01 -0.250
C 1.54 -0.73 0.20 0.086
C 2.96 -0.46 0.47 -1.200
H -0.93 0.26 -1.65 0.326
H -1.07 0.32 0.97 0.370
H -1.11 -1.42 0.74 0.242
H -3.28 -0.88 0.69 0.339
H -2.92 -0.80 -1.06 0.391
H 0.02 2.67 0.27 0.135
H -0.73 2.65 0.24 -0.152
H 1.12 -1.63 0.63 0.346
H 3.20 -0.64 1.51 0.364
H 3.60 -1.09 -0.15 0.309
H 3.21 0.56 0.15 0.331
```

The energy relative to the best compared isomer or geometry (same formula, charge and spin) is 146.8 kcal per mole. The largest force on an atom is 1.4 eV/Å. Its spin multiplicity is 1. The charge is 0. The calculation puts the LUMO energy at -3.88 eV. The HOMO-LUMO gap is 3.316 eV.

=====

This record from OMol25 describes a molecular structure, C41H35ClLaN2Si2 in a non-equilibrium geometry. The level of theory is the ωB97M-V functional and the def2-TZVPD basis.

XYZ file:
```
82
Properties=species:S:1:pos:R:3:mulliken_charge:R:1
C -2.18 -1.28 0.09 -0.122
C -2.92 -0.58 -0.90 -0.884
C -2.93 -1.38 -2.08 -0.778
H -3.46 0.35 -0.75 0.539
C -2.17 -2.56 -1.82 -0.696
C -1.71 -2.49 -0.47 -0.720
H -1.20 -3.28 0.08 0.592
H -2.09 -0.98 1.14 0.490
H -3.51 -1.18 -2.98 0.632
H -2.04 -3.41 -2.50 0.513
La -0.13 -0.42 -2.14 1.313
Si -0.34 -0.61 -4.88 0.490
C -0.17 0.79 -6.18 -0.190
C 1.05 0.84 -7.03 0.840
H 1.56 -0.11 -7.21 0.674
C 1.08 1.81 -8.11 -0.945
H 2.01 1.90 -8.68 0.588
C -0.04 2.54 -8.41 -0.712
H -0.03 3.24 -9.25 0.435
C -1.19 2.45 -7.62 -0.449
H -2.07 3.06 -7.86 0.443
C -1.24 1.59 -6.51 -0.567
H -2.16 1.55 -5.92 0.385
C -0.43 -1.98 -6.16 0.368
C -1.10 -1.78 -7.38 -0.325
H -1.94 -1.08 -7.46 0.463
C -0.61 -2.37 -8.55 -0.609
H -1.03 -2.08 -9.52 0.412
C 0.44 -3.29 -8.48 -0.474
H 0.85 -3.72 -9.40 0.405
C 0.94 -3.67 -7.23 -0.721
H 1.73 -4.42 -7.18 0.415
C 0.45 -3.07 -6.06 -0.207
H 0.81 -3.41 -5.09 0.320
H -1.52 -0.25 -4.01 -0.335
Si 2.47 1.70 -5.89 0.147
C 2.71 0.13 -4.95 0.724
C 1.54 -0.52 -4.22 2.147
H 1.35 0.36 -3.52 -1.910
C 1.88 -1.78 -3.50 -0.448
H 1.10 -2.52 -3.27 0.784
C 3.20 -2.09 -3.25 -1.225
H 3.44 -2.93 -2.59 0.441
C 4.25 -1.34 -3.79 -1.068
H 5.27 -1.61 -3.57 0.378
C 4.00 -0.29 -4.69 -0.407
H 4.84 0.17 -5.20 0.404
C 1.59 3.16 -5.13 0.461
C 1.01 3.06 -3.87 0.423
H 1.37 2.30 -3.17 -0.079
C -0.03 3.91 -3.49 -0.327
H -0.54 3.73 -2.54 0.442
C -0.39 4.97 -4.33 -0.616
H -1.18 5.66 -4.02 0.397
C 0.26 5.14 -5.55 -0.554
H -0.05 5.94 -6.22 0.412
C 1.28 4.26 -5.94 -0.533
H 1.77 4.41 -6.90 0.500
H 3.67 2.21 -6.38 -0.310
Cl 2.00 1.03 -1.42 -0.566
C 2.70 -2.73 1.26 -1.101
C 1.69 -2.39 0.35 -0.392
N 0.98 -1.25 0.42 0.286
C 1.17 -0.44 1.50 0.387
C 2.16 -0.73 2.49 0.894
C 2.92 -1.91 2.35 -0.729
C 2.38 0.21 3.55 -0.952
C 1.75 1.43 3.56 -0.926
C 0.82 1.81 2.55 0.744
C 0.26 3.10 2.47 -0.699
C -0.64 3.38 1.46 -1.042
C -0.98 2.36 0.55 -0.266
N -0.42 1.15 0.57 0.245
C 0.46 0.84 1.55 -0.172
H 3.29 -3.63 1.08 0.435
H 1.45 -3.05 -0.49 0.566
H 3.69 -2.14 3.10 0.418
H 3.09 -0.07 4.33 0.374
H 1.97 2.15 4.36 0.380
H 0.56 3.85 3.20 0.422
H -1.10 4.36 1.34 0.427
H -1.71 2.54 -0.25 0.503
```

The energy relative to the best compared isomer or geometry (same formula, charge and spin) is 63.6 kcal per mole. The largest force on an atom is 6.6 eV/Å. Its spin multiplicity is 1. The charge is +1. The calculation puts the LUMO energy at -4.16 eV. The HOMO-LUMO gap is 4.559 eV.

=====

Q: Among the records above, which one has the lowest energy relative to the best compared isomer or geometry (same formula, charge and spin)?
A: C22H67CuF2N5O14S2

=====

Q: What is the formula in the second record?
A: C22H67CuF2N5O14S2

=====

Q: What is the formula in the fourth record?
A: C41H35ClLaN2Si2

=====

Q: Among the records above, which one has the lowest charge?
A: C22H67CuF2N5O14S2